[1]
This record from the Open Molecules 2025 dataset describes the molecule C3H7N3OP2 in a non-equilibrium geometry. The level of theory is ωB97M-V/def2-TZVPD.

```
16
Properties=species:S:1:pos:R:3:forces:R:3
N -1.509 -0.643 0.258 -0.982 0.181 1.509
N -0.517 -0.124 -0.434 0.203 0.948 -0.423
H 1.886 -2.039 -1.495 0.352 0.420 -0.229
C -1.888 1.585 -0.074 1.393 -4.553 0.340
H -2.310 2.489 -0.175 -1.499 2.964 -0.015
P 1.013 -0.983 -0.916 1.031 -0.377 1.596
O 2.148 0.209 -0.720 -0.807 -0.876 -0.959
N 1.070 -1.763 0.582 0.029 0.666 -1.577
P 2.513 1.456 0.266 0.782 1.075 -1.375
H -3.137 0.023 1.192 -1.193 0.486 0.455
H 2.086 1.019 1.471 -0.777 -0.888 1.452
C -2.374 0.358 0.550 2.946 -0.001 -1.916
H 1.586 -2.611 0.521 0.107 -0.686 0.380
C -0.711 1.181 -0.700 -1.554 -0.138 0.561
H -0.074 1.607 -1.421 0.592 0.995 -0.396
H 0.218 -1.764 1.095 -0.622 -0.216 0.599
```
Forces are in eV/Å.

Summary:
Calculated total energy (eV): -28316.787
E_HOMO (alpha / beta) (eV): -8.06 / -7.54
F_max (eV/Å): 4.8
Energy above the lowest of the compared OMol25 structures with the same formula, charge and spin (kcal per mole): 24.3
Frontier orbital gap (alpha / beta) (eV): 7.62 / 6.77

[2]
This record from the Open Molecules 2025 dataset describes a cluster of 9 separate species, C27H54O27 in total in a non-equilibrium geometry. The level of theory is ωB97M-V/def2-TZVPD.

```
108
Properties=species:S:1:pos:R:3:forces:R:3
H -15.739 18.601 -13.385 0.269 -0.052 -0.329
H -13.112 21.338 -14.482 0.191 0.240 -0.140
H -17.192 25.245 -17.480 0.248 0.038 0.025
H -18.250 15.812 -3.589 -0.192 0.374 -0.102
O -16.851 23.321 -16.973 0.062 -0.133 0.415
O -13.834 22.812 -10.881 -0.595 -0.114 0.551
H -14.685 21.410 -15.270 -0.110 -0.049 -0.140
H -16.042 21.314 -5.501 0.311 0.211 -0.103
H -16.842 15.165 -4.367 0.122 0.213 -0.231
C -21.238 21.418 -8.401 -0.791 0.105 0.868
O -18.504 22.685 -15.555 -0.152 0.274 0.482
H -17.672 19.796 -15.459 -0.096 -0.056 0.182
H -20.838 20.672 -7.712 0.079 -0.226 -0.379
O -11.202 20.211 -15.747 0.404 0.077 0.133
H -17.508 20.466 -7.947 -0.270 -0.043 -0.039
H -10.131 18.350 -17.625 -0.322 0.465 0.025
O -12.949 16.577 -12.512 0.130 -0.053 -0.146
O -12.291 20.969 -8.060 -0.382 0.146 -0.513
H -11.274 17.014 -17.811 0.091 0.050 -0.014
H -11.686 20.749 -1.886 -0.230 -0.332 -0.132
C -20.452 21.898 -10.573 0.013 -0.032 0.263
H -13.955 17.379 -15.264 -0.086 0.095 0.662
C -17.767 15.713 -4.554 -0.001 -0.996 0.241
O -15.566 24.148 -11.282 -0.142 0.635 0.159
C -13.652 21.224 -3.497 -0.369 -0.505 0.400
C -10.963 17.826 -17.155 0.432 -0.718 0.000
O -16.094 19.632 -11.722 0.224 -0.102 -0.098
H -18.387 22.624 -12.970 0.128 -0.584 0.153
H -17.766 24.899 -15.877 -0.029 -0.531 0.125
H -19.717 19.620 -3.677 -0.001 -0.205 -0.092
H -21.586 22.226 -7.748 0.150 0.206 -0.314
H -19.197 20.459 -16.128 0.075 0.202 0.119
H -11.362 19.897 -3.441 0.252 -0.083 0.027
H -12.942 21.500 -12.288 -0.835 -0.444 0.487
H -18.203 20.041 -2.872 0.157 -0.172 -0.117
H -11.897 17.678 -6.363 -0.331 -0.426 -0.213
C -18.936 19.249 -3.016 0.230 0.137 0.403
C -11.521 17.674 -7.387 0.660 0.442 0.775
H -19.858 23.451 -12.803 -0.606 -0.338 0.030
H -19.342 18.970 -2.048 -0.137 0.095 -0.059
H -16.397 22.322 -4.084 -0.040 -0.100 0.115
C -16.513 23.536 -10.399 0.359 -1.275 -0.126
H -16.056 22.964 -9.587 0.303 0.321 0.017
C -13.874 16.308 -15.075 0.248 -0.398 -1.527
O -14.030 20.382 -2.722 0.018 -0.233 0.043
H -14.298 16.414 -10.092 0.069 0.070 -0.284
O -12.666 19.838 -6.146 -0.548 0.102 0.671
C -19.402 22.478 -12.614 0.107 0.188 0.532
H -22.102 21.059 -8.952 0.137 -0.218 -0.091
C -17.697 18.111 -4.664 0.020 -0.388 0.291
C -14.246 15.405 -10.510 -0.079 0.274 0.635
O -14.724 15.357 -11.850 -0.110 -0.178 0.055
H -11.888 22.593 -11.681 -0.453 0.696 0.420
H -13.219 15.053 -10.433 -0.030 -0.087 -0.105
C -15.182 19.308 -12.778 0.142 0.727 -0.472
C -17.656 22.450 -16.369 -0.078 -0.231 -0.533
C -16.960 24.683 -16.574 -0.346 0.908 -0.369
O -14.524 15.792 -13.937 -0.259 0.016 0.276
C -13.619 21.317 -15.443 -0.046 -0.171 0.081
H -19.904 21.621 -13.049 -0.048 0.287 -0.515
O -12.153 18.568 -16.959 -0.401 -0.408 -0.330
H -11.809 16.834 -8.006 -0.386 -0.017 0.085
O -14.419 21.881 -4.350 0.294 0.644 -0.653
H -14.381 15.822 -15.911 -0.078 0.080 0.062
H -17.173 24.285 -9.985 0.029 0.239 -0.231
O -14.284 23.484 -12.964 0.123 0.012 -0.943
H -18.194 19.399 -17.110 0.169 0.023 -0.005
H -12.348 21.394 -10.564 -0.818 -0.287 0.246
O -11.907 18.881 -8.026 0.205 -0.354 -0.995
H -10.582 17.376 -16.234 -0.215 0.248 0.139
O -17.317 19.116 -5.178 -0.145 0.714 -0.465
H -10.428 17.664 -7.303 -0.068 0.046 -0.161
C -15.691 19.573 -10.450 0.488 0.005 -0.839
O -16.723 19.886 -9.722 -1.443 0.586 0.505
H -12.348 22.666 -6.841 -0.026 -0.585 0.354
H -15.739 20.503 -7.991 0.010 -0.085 -0.088
O -12.406 21.656 -3.603 0.097 0.449 -0.414
O -19.333 22.227 -11.189 0.641 0.504 0.051
H -18.387 15.109 -5.215 -0.050 0.048 0.012
O -18.350 18.034 -3.503 -0.364 0.039 -0.018
H -14.968 20.239 -13.315 -0.496 -0.128 -0.176
C -12.161 19.660 -16.209 0.429 0.242 0.086
H -14.920 14.783 -9.928 0.065 -0.174 -0.114
H -14.174 18.957 -12.555 -0.385 -0.464 0.904
O -14.584 19.304 -10.087 0.684 -0.239 0.532
H -13.929 21.921 -7.152 -0.029 -0.162 -0.067
O -13.419 20.044 -16.073 -0.638 -0.051 -0.062
H -16.028 25.036 -16.141 0.157 -0.219 -0.062
C -12.770 22.019 -11.342 2.255 0.019 -1.354
H -16.570 18.935 -7.907 -0.081 0.093 0.197
C -14.557 23.458 -11.805 0.229 -0.101 0.619
C -12.950 22.121 -7.577 0.431 1.465 0.399
O -17.405 21.248 -16.884 0.113 0.046 -0.127
C -18.172 20.173 -16.346 -0.070 -0.324 -0.179
H -15.964 20.570 -3.946 -0.029 0.152 0.270
O -20.214 21.869 -9.252 0.804 0.173 -0.219
H -12.991 22.850 -8.386 -0.382 -0.463 -0.365
C -13.957 15.965 -12.745 0.084 0.373 -0.058
C -11.433 20.857 -2.942 -0.045 0.488 0.822
H -10.522 21.449 -2.937 0.156 -0.218 -0.507
H -12.831 16.002 -15.173 0.050 0.109 0.518
C -16.629 19.948 -8.299 0.830 -0.300 -0.025
O -21.503 21.658 -11.087 -0.648 -0.114 -0.392
C -12.357 19.888 -7.301 0.839 -0.220 0.079
O -17.484 16.928 -5.227 0.222 0.005 0.032
C -15.783 21.504 -4.461 -0.277 -0.262 0.089
H -17.049 22.802 -10.998 -0.405 0.131 0.175
H -13.292 22.102 -16.119 0.160 0.122 0.198
```
Forces are in eV/Å.

Summary:
SMILES: COC(=O)OC.COC(=O)OC.COC(=O)OC.COC(=O)OC.COC(=O)OC.COC(=O)OC.COC(=O)OC.COC(=O)OC.COC(=O)OC
Calculated total energy (eV): -84156.162
E_HOMO (eV): -10.45
F_max (eV/Å): 2.6
Energy above the lowest of the compared OMol25 structures with the same formula, charge and spin (kcal per mole): 29.6
Frontier orbital gap (eV): 10.88

[3]
This record from the Open Molecules 2025 dataset describes a cluster of 2 separate species, H4OSSi in total in a non-equilibrium geometry. The level of theory is ωB97M-V/def2-TZVPD.

```
7
Properties=species:S:1:pos:R:3:forces:R:3
H -1.202 1.719 0.834 0.071 -0.035 0.213
Si -0.746 -0.215 -0.312 2.762 0.524 0.590
S 2.438 0.137 0.153 -2.254 0.268 -0.442
H -0.970 -0.407 -1.721 -0.058 -0.341 -0.336
O -1.432 1.180 0.077 -0.207 0.361 -0.109
H -0.785 -1.254 0.693 -0.230 -0.391 0.051
H 2.696 -1.159 0.277 -0.084 -0.386 0.033
```
Forces are in eV/Å.

Summary:
Calculated total energy (eV): -20824.089
E_HOMO (eV): -8.16
F_max (eV/Å): 2.9
Energy above the lowest of the compared OMol25 structures with the same formula, charge and spin (kcal per mole): 56.2
Frontier orbital gap (eV): 7.33